DFT (ωB97M-V/def2-TZVPD) results for a molecular structure, C12H30InN2O4.

Properties
Energy ... -1074.491411 Ha
Energy above the lowest of the compared OMol25 structures with the same formula, charge and spin ... 236.0 kJ/mol
Kohn-Sham gap ... 3.0 eV
Net charge ... +3

Positions of all 49 atoms, in Å:
In 0.912 2.096 -1.099
C 1.732 -0.654 -3.897
O 1.939 -0.209 -2.550
C 2.834 -1.089 -1.855
C 2.879 -0.830 -0.358
N 1.558 -0.512 0.216
C 0.662 -1.667 0.018
C 1.110 -2.994 0.663
O 2.161 -3.558 -0.080
C 2.769 -4.760 0.442
H 0.901 -0.096 -4.318
H 1.532 -1.727 -3.945
H 2.628 -0.470 -4.495
H 3.773 -0.980 -2.399
H 2.468 -2.115 -1.954
H 3.587 -0.032 -0.101
H 3.288 -1.632 0.278
H 1.737 -0.568 1.225
H 0.275 -1.763 -0.993
H -0.218 -1.600 0.668
H 0.282 -3.717 0.645
H 1.350 -2.866 1.729
H 3.435 -4.427 1.242
H 3.198 -5.256 -0.424
H 2.112 -5.516 0.885
C -0.308 5.326 0.131
O -0.662 4.189 -0.695
C -1.995 3.776 -0.490
C -2.185 2.948 0.807
N -1.378 1.730 0.673
C -1.329 0.961 1.922
C -2.611 0.137 2.255
O -2.504 -1.071 1.538
C -3.635 -1.378 0.733
H 0.761 5.508 0.208
H -0.606 5.085 1.154
H -0.849 6.223 -0.167
H -2.413 3.260 -1.358
H -2.713 4.603 -0.442
H -3.250 2.731 0.916
H -1.876 3.507 1.687
H -1.881 1.060 0.084
H -1.098 1.654 2.735
H -0.451 0.311 1.903
H -3.491 0.710 1.958
H -2.669 -0.004 3.337
H -3.389 -2.286 0.189
H -3.845 -0.564 0.023
H -4.527 -1.474 1.358

DFT (ωB97M-V/def2-TZVPD) results for 6 unconnected molecules or ions with the total composition C6H24NO6.

Properties
Energy ... -748.921547 Ha
Energy above the lowest of the compared OMol25 structures with the same formula, charge and spin ... 40.4 kJ/mol
Kohn-Sham gap ... 11.0 eV
Net charge ... +1

Positions of all 37 atoms, in Å:
O 0.194 0.195 2.716
C -0.377 0.305 1.660
C 0.338 -0.270 0.427
C 0.684 0.843 -0.529
C 1.200 0.192 -1.884
C 0.145 -0.517 -2.778
C 0.144 -2.026 -2.798
N 1.591 -0.988 0.910
H -1.163 1.007 1.361
H -0.208 -1.030 -0.123
H 1.137 1.803 -0.383
H -0.328 1.053 -0.898
H 1.945 -0.568 -1.610
H 1.751 0.919 -2.472
H 0.319 -0.097 -3.766
H -0.826 -0.189 -2.408
H 1.122 -2.500 -2.932
H -0.321 -2.482 -1.917
H -0.426 -2.451 -3.629
H -0.334 -2.077 2.272
H 2.070 -1.412 0.128
H 2.217 -0.303 1.331
H 3.012 3.354 -0.660
H 3.482 2.820 0.764
O 3.331 2.599 -0.158
H -2.296 3.403 1.251
H -1.459 3.863 2.390
O -1.529 3.126 1.769
H -2.439 -2.195 2.556
H -2.883 -1.013 3.269
O -2.378 -1.235 2.472
H -2.336 0.994 -1.628
H -3.298 1.172 -0.522
O -2.638 1.679 -1.018
H -0.576 -3.249 3.051
H 1.366 -1.686 1.617
O -0.234 -3.037 2.168

DFT (ωB97M-V/def2-TZVPD) results for 2 unconnected molecules or ions with the total composition C4H8N3S.

Properties
Energy ... -719.195782 Ha
Energy above the lowest of the compared OMol25 structures with the same formula, charge and spin ... 362.8 kJ/mol
Kohn-Sham gap (alpha / beta) ... 5.5 / 4.4 eV
Spin multiplicity ... 3
⟨S²⟩ ... 2.054
Net charge ... +1

Positions of all 16 atoms, in Å:
C 2.689 0.677 0.667
C 0.674 0.989 2.119
C 2.848 0.234 -0.530
C -0.521 1.837 -1.044
N 1.434 0.825 1.211
N -0.984 0.632 -0.521
N -1.891 0.648 0.382
S -0.477 1.335 3.146
H 3.313 1.263 1.298
H 2.121 -0.114 -1.245
H 3.908 0.092 -0.754
H -1.066 2.778 -0.867
H 0.510 1.999 -0.835
H -0.553 1.626 -2.123
H -2.169 -0.196 0.786
H -2.520 1.547 0.642

DFT (ωB97M-V/def2-TZVPD) results for 2 unconnected molecules or ions with the total composition C5H6N.

Properties
Energy ... -248.152755 Ha
Energy above the lowest of the compared OMol25 structures with the same formula, charge and spin ... 804.5 kJ/mol
Kohn-Sham gap (alpha / beta) ... 7.5 / 7.7 eV
Spin multiplicity ... 3
⟨S²⟩ ... 2.086
Net charge ... +1

Positions of all 12 atoms, in Å:
C -1.921 -1.527 -1.134
C -2.889 -2.320 -1.063
C -0.480 -1.166 -1.018
C -1.462 -0.077 -0.849
C -0.649 -0.524 0.355
N 0.411 0.534 0.637
H 1.268 -1.351 -1.672
H -1.960 0.783 -1.235
H -0.935 -0.837 1.386
H 1.370 0.293 0.740
H 0.312 1.117 1.428
H 0.637 1.168 -0.106

DFT (ωB97M-V/def2-TZVPD) results for a molecular structure, C6H19N4O.

Properties
Energy ... -533.957008 Ha
Energy above the lowest of the compared OMol25 structures with the same formula, charge and spin ... 37.5 kJ/mol
Kohn-Sham gap ... 11.2 eV
Net charge ... +1

Positions of all 30 atoms, in Å:
C 1.846 -2.061 -0.889
C 2.631 0.827 1.263
C 1.344 -0.670 -1.315
C 1.195 0.168 1.089
C 0.683 0.281 -0.301
C -1.177 -0.485 -0.103
N -2.174 0.304 -0.094
N -2.679 -2.191 0.465
N -1.418 -1.755 0.265
N -2.290 3.319 -0.140
O 0.427 1.541 -0.585
H 0.992 -2.571 -0.311
H 2.616 -1.947 -0.160
H 2.368 -2.662 -1.718
H 3.369 0.093 1.724
H 3.065 1.226 0.297
H 2.598 1.683 1.896
H 2.199 -0.190 -1.700
H 0.694 -0.777 -2.202
H 0.374 0.709 1.567
H 1.311 -0.834 1.393
H -2.065 1.329 -0.121
H -2.962 -0.209 0.125
H -2.748 -2.498 1.479
H -2.835 -3.025 0.013
H -0.705 -2.404 -0.093
H -3.247 3.623 -0.508
H -2.392 3.549 0.876
H -1.681 4.007 -0.628
H 0.660 1.619 -1.583

DFT (ωB97M-V/def2-TZVPD) results for a single C4H5NO molecule.

Properties
Energy ... -285.353758 Ha
Energy above the lowest of the compared OMol25 structures with the same formula, charge and spin ... 159.7 kJ/mol
Kohn-Sham gap ... 11.2 eV
Structure (SMILES) ... N#CC1COC1

Positions of all 11 atoms, in Å:
N 2.673 -0.928 0.754
C 1.635 -0.622 0.337
C 0.343 -0.332 -0.275
C -0.960 -0.506 0.538
O -1.391 0.815 0.197
C -0.173 1.105 -0.496
H 0.307 -0.862 -1.224
H -0.848 -0.635 1.621
H -1.627 -1.280 0.145
H 0.382 1.931 -0.042
H -0.342 1.315 -1.555